[1]
ORCA calculation (wB97M-V/def2-TZVPD) on C4H5N in the gas phase.

```
10
C4H5N | the Open Molecules 2025 dataset | wB97M-V/def2-TZVPD
C 1.7228 -0.3424 -0.7822
C 0.8081 -1.2103 -0.3425
C -0.0155 1.4513 0.0913
C -0.4297 -0.8864 0.1990
N -0.8051 0.3444 0.3465
H 0.8813 1.6234 -0.5146
H 1.2296 -2.1433 -0.3669
H -0.3983 2.2338 0.7359
H -1.2946 -1.6634 -0.0457
H -1.6986 0.5928 0.6793
```

For the energy above the lowest of the compared OMol25 structures with the same formula, charge and spin, the calculation gives 6.324 eV. The charge is 0. The max |F| comes out at 5.94 eV/A. The value obtained for the HOMO energy is -7.4 eV. As for the LUMO energy: 0.14 eV.

=====

[2]
ORCA calculation (wB97M-V/def2-TZVPD) on C4H5N in the gas phase.

```
10
C4H5N | the Open Molecules 2025 dataset | wB97M-V/def2-TZVPD
C 0.4184 1.2017 1.1303
C -0.1552 0.0756 0.7406
C 0.2277 -0.5861 -0.5756
C -0.8716 -0.9847 -1.4593
H 1.1068 1.6952 0.4581
H 0.1697 1.7593 2.0113
H -0.8834 -0.4211 1.3669
H 0.8573 -1.5127 -0.3450
H 0.8935 0.0309 -1.1708
N -1.7630 -1.2581 -2.1564
```

For the energy above the lowest of the compared OMol25 structures with the same formula, charge and spin, the calculation gives 0.906 eV. The SMILES is C=CCC#N. The charge is 0. The max |F| comes out at 2.01 eV/A. The value obtained for the HOMO energy is -10.6 eV. As for the LUMO energy: 0.89 eV.

=====

[3]
ORCA calculation (wB97M-V/def2-TZVPD) on C4H5N in the gas phase.

```
10
C4H5N | the Open Molecules 2025 dataset | wB97M-V/def2-TZVPD
C 2.3329 -0.0113 0.4196
C 1.1591 -0.3160 0.3982
C -0.1562 -0.8314 0.4333
C -1.2138 0.9294 -0.4188
N -1.1245 -0.3973 -0.4322
H 3.3576 0.2788 0.4288
H -0.3858 -1.6347 1.1066
H -1.2399 1.5491 -1.2990
H -1.2225 1.4308 0.5311
H -1.5068 -0.9973 -1.1677
```

For the energy above the lowest of the compared OMol25 structures with the same formula, charge and spin, the calculation gives 4.675 eV. The charge is 0. The max |F| comes out at 1.04 eV/A. The value obtained for the HOMO energy (spin up / spin down) is -7.3 / -7.1 eV. As for the LUMO energy (spin up / spin down): 0.59 / 0.07 eV.